Below is a cluster of 2 separate species, C9H16O2S in total at a distorted geometry, with properties calculated with wB97M-V/def2-TZVPD.

```
28
C9H16O2S (wB97M-V/def2-TZVPD)
C -1.011 0.640 -0.479
C 0.206 1.428 -0.229
C -2.001 0.473 0.433
C 1.264 1.246 -1.005
C -4.336 0.996 0.226
C 2.554 -1.801 -1.006
C -3.336 -0.220 0.222
C 2.451 -1.368 0.484
C 3.407 -0.204 0.879
O 2.971 2.712 0.422
O 3.222 0.539 1.795
S 2.895 1.820 -0.882
H -1.209 0.222 -1.414
H 0.141 2.024 0.725
H -1.953 0.849 1.456
H 1.338 0.481 -1.904
H -5.218 0.456 -0.045
H -4.202 1.756 -0.481
H -4.583 1.402 1.223
H 2.116 -0.982 -1.608
H 1.962 -2.622 -1.208
H 3.534 -2.135 -1.257
H -3.484 -0.803 1.114
H -3.374 -0.796 -0.784
H 1.496 -1.052 0.823
H 2.807 -2.171 1.179
H 4.389 -0.368 0.395
H 3.233 2.270 1.253
```

Calculated values
* electronic energy: -901.07495 hartree
* lowest unoccupied orbital energy: 0.8567 eV
* molar mass: 188.3 g mol⁻¹
* HOMO energy: -7.74 eV
* structure (SMILES): CC/C=C/C=C/SO.CCC=O
* gap between HOMO and LUMO: 8.59 eV
* max |F|: 0.0629 hartree/bohr
* ΔE to the lowest compared entry with this formula, charge and spin: 0.00 kcal per mole